Record 1
ORCA calculation (wB97M-V/def2-TZVPD) on C41H53F6Mn2N10O5P2 as an isolated structure.

Structure (XYZ):
```
119
Properties=species:S:1:pos:R:3
Mn 0.200 1.007 -0.648
Mn -3.321 -0.624 -1.284
P -2.097 -0.933 -4.205
F -3.076 -0.006 -3.392
F -2.232 0.007 -5.555
F -0.735 -0.089 -3.641
F -1.114 -2.038 -4.950
F -2.206 -1.862 -2.859
F -3.418 -1.721 -4.715
C 3.020 0.042 -2.076
O 2.073 0.417 -1.123
H 2.649 0.287 -3.071
H 4.021 0.440 -1.913
H 3.226 -1.028 -2.057
P -2.047 0.118 0.464
O -2.428 -1.337 0.431
O -0.815 0.666 1.116
O -3.313 0.949 -0.027
O -1.461 0.049 -1.000
N -1.814 2.908 -1.290
C -0.907 2.708 -2.257
C 0.326 3.111 -1.904
C 0.213 3.533 -0.564
C -1.128 3.392 -0.190
H -2.773 2.589 -1.292
H -1.164 2.328 -3.235
H 1.235 3.095 -2.488
H 0.948 4.018 0.061
H -1.679 3.562 0.723
N 1.010 -0.465 -5.870
C 2.374 -0.639 -5.821
C 2.953 -0.273 -6.987
C 1.913 0.062 -7.848
C 0.686 -0.056 -7.178
H 0.406 -0.574 -5.068
H 2.710 -1.097 -4.902
H 3.973 -0.301 -7.340
H 2.083 0.285 -8.891
H -0.308 0.211 -7.507
N 4.941 -0.406 2.003
C 5.776 0.138 2.984
C 4.954 0.661 3.933
C 3.597 0.418 3.540
C 3.628 -0.241 2.332
H 5.286 -0.872 1.176
H 6.843 -0.013 2.910
H 5.249 1.186 4.829
H 2.720 0.809 4.034
H 2.879 -0.457 1.585
N 2.725 -4.090 1.858
C 3.559 -3.331 1.085
C 4.860 -3.525 1.628
C 4.750 -4.394 2.785
C 3.448 -4.763 2.834
H 1.717 -4.137 1.808
H 3.182 -2.724 0.275
H 5.808 -3.118 1.305
H 5.562 -4.552 3.479
H 2.890 -5.342 3.555
N -0.790 -3.302 -0.376
C 0.104 -3.146 -1.391
C 0.802 -4.306 -1.532
C 0.345 -5.210 -0.568
C -0.668 -4.573 0.181
H -1.316 -2.506 -0.043
H 0.244 -2.195 -1.884
H 1.552 -4.452 -2.295
H 0.669 -6.239 -0.534
H -1.210 -4.919 1.049
N -0.652 2.206 3.404
C -1.162 1.595 4.503
C -1.343 2.537 5.476
C -0.894 3.796 5.035
C -0.587 3.562 3.692
H -0.519 1.719 2.529
H -1.332 0.529 4.537
H -1.740 2.267 6.443
H -0.980 4.737 5.559
H -0.254 4.135 2.839
N -4.887 2.530 1.498
C -6.134 2.940 1.126
C -6.535 3.998 1.955
C -5.548 4.232 2.905
C -4.561 3.352 2.600
H -4.349 1.787 1.075
H -6.499 2.479 0.220
H -7.479 4.445 1.678
H -5.488 5.037 3.623
H -3.645 3.268 3.166
N 2.649 2.559 -5.820
C 3.096 3.063 -4.656
C 3.181 4.412 -4.711
C 2.988 4.740 -6.059
C 2.682 3.557 -6.735
H 2.446 1.615 -6.114
H 3.272 2.327 -3.886
H 3.310 5.015 -3.824
H 3.085 5.712 -6.518
H 2.491 3.247 -7.752
N -0.404 -2.021 2.833
C -0.742 -3.248 3.268
C 0.128 -3.665 4.221
C 0.937 -2.583 4.500
C 0.662 -1.617 3.546
H -0.855 -1.446 2.136
H -1.621 -3.711 2.844
H 0.080 -4.614 4.736
H 1.691 -2.565 5.274
H 1.082 -0.639 3.367
N -3.851 -1.573 2.671
C -4.080 -0.475 3.447
C -5.271 -0.792 4.145
C -5.783 -1.959 3.711
C -4.851 -2.472 2.847
H -3.090 -1.620 2.009
H -3.501 0.426 3.310
H -5.740 -0.099 4.828
H -6.716 -2.436 3.976
H -4.776 -3.428 2.351
```

Values from the calculation:
* spin multiplicity: 11
* gap between HOMO and LUMO (spin up / spin down): 6.66 / 6.31 eV
* <S²>: 30.010
* total charge: -1
* calculated total energy: -6102.1370 hartree

=====

Record 2
ORCA calculation (wB97M-V/def2-TZVPD) on an isolated ion of composition C6H12N3 and charge +1.

Structure (XYZ):
```
21
Properties=species:S:1:pos:R:3
C 0.810 -0.085 0.200
C -0.138 0.172 2.393
C 1.457 0.632 -0.808
C 1.716 2.044 -0.630
C 1.953 0.042 -2.037
C -2.926 -1.988 1.526
N 0.581 0.523 1.379
N -1.170 -0.715 2.562
N -1.793 -1.060 1.541
H 0.377 -1.208 0.043
H 0.178 0.464 3.444
H 2.597 2.485 -1.153
H 1.751 2.202 0.544
H 0.823 2.678 -0.809
H 1.812 0.671 -2.855
H 1.691 -1.054 -2.186
H 3.076 0.225 -2.059
H -3.517 -1.973 2.471
H -3.674 -1.792 0.718
H -2.458 -2.900 1.373
H -1.659 -0.516 0.659
```

Values from the calculation:
* spin multiplicity: 3
* gap between HOMO and LUMO (spin up / spin down): 8.45 / 7.71 eV
* <S²>: 2.015
* total charge: +1
* calculated total energy: -399.6698 hartree

=====

Record 3
ORCA calculation (wB97M-V/def2-TZVPD) on a 2-piece molecular cluster, C18H26N7O9 overall.

Structure (XYZ):
```
60
Properties=species:S:1:pos:R:3
O 2.166 3.779 -3.642
O -2.984 4.756 -3.437
O -0.339 3.796 -0.526
O -4.193 2.899 -3.533
N -0.183 -5.115 0.366
N 0.601 -5.095 4.057
N 0.527 -2.967 3.081
O 0.234 -7.023 2.946
O 1.650 0.482 3.882
O 1.178 -0.797 1.137
O -2.083 -0.900 -0.405
O -0.496 1.198 -0.386
C 1.779 2.698 -3.217
C -3.125 3.518 -3.338
C -0.425 4.315 -1.644
C -0.190 -3.932 -0.210
C 0.652 -3.794 4.074
C 0.307 -5.652 2.883
C 0.272 -3.526 1.911
C 0.120 -4.877 1.720
N 1.071 -3.241 5.201
N -0.332 5.645 -1.739
N 0.127 -2.930 0.688
N 0.513 2.426 -2.922
C -0.018 -7.743 1.734
C 2.763 1.575 -2.993
C -0.262 6.442 -2.963
C 0.413 0.402 3.158
C 0.172 -1.498 0.387
C 0.631 0.440 1.633
C -1.159 -0.827 0.689
C -0.706 0.603 0.904
C -1.909 2.667 -2.967
C -0.563 3.422 -2.903
H 1.484 0.471 4.838
H -1.926 -0.121 -0.981
H -0.381 2.186 -0.322
H -0.412 -3.764 -1.260
H 1.560 -3.933 5.749
H 1.554 -2.384 4.973
H -0.279 6.130 -0.860
H 0.299 1.529 -2.516
H 0.762 -7.544 0.991
H -0.023 -8.818 1.941
H -0.993 -7.476 1.314
H 2.651 1.198 -1.978
H 3.772 1.960 -3.132
H 2.563 0.780 -3.707
H 0.512 6.046 -3.624
H -0.023 7.477 -2.718
H -1.222 6.417 -3.480
H -0.209 1.254 3.450
H -0.126 -0.509 3.433
H 0.396 -1.359 -0.675
H 1.293 1.279 1.391
H -1.601 -1.245 1.600
H -1.439 1.180 1.479
H -1.823 1.879 -3.718
H -2.113 2.186 -2.012
H -0.486 4.036 -3.800
```

Values from the calculation:
* spin multiplicity: 1
* gap between HOMO and LUMO: 7.01 eV
* total charge: -1
* calculated total energy: -1762.1113 hartree

=====

Record 4
ORCA calculation (wB97M-V/def2-TZVPD) on a 2-piece molecular cluster, C45H51N5O2P overall.

Structure (XYZ):
```
104
Properties=species:S:1:pos:R:3
C 3.213 2.060 -7.906
N 3.121 0.931 -7.008
C 3.615 -0.311 -7.563
C 2.500 1.016 -5.790
C 2.723 0.029 -4.790
C 2.055 0.099 -3.578
C 1.037 1.059 -3.364
P 0.019 0.895 -1.825
C -1.356 2.064 -2.225
C -2.445 1.729 -3.053
C -3.293 2.718 -3.539
C -3.220 4.038 -3.030
N -4.084 5.001 -3.485
C -4.469 6.163 -2.713
C -4.892 4.793 -4.667
C -2.222 4.335 -2.060
C -1.296 3.372 -1.687
C -0.820 -0.704 -2.180
C -1.464 -1.353 -1.101
C -2.276 -2.454 -1.328
C -2.476 -2.950 -2.644
N -3.305 -4.024 -2.879
C -3.875 -4.260 -4.188
C -3.438 -5.133 -1.958
C -1.811 -2.310 -3.713
C -0.931 -1.261 -3.469
C 0.876 2.088 -4.317
C 1.613 2.084 -5.500
H 3.249 3.000 -7.345
H 4.133 1.965 -8.494
H 2.371 2.110 -8.614
H 3.527 -1.127 -6.843
H 3.061 -0.587 -8.475
H 4.668 -0.188 -7.850
H 3.439 -0.773 -4.971
H 2.303 -0.623 -2.796
H -2.631 0.694 -3.339
H -4.035 2.479 -4.301
H -3.804 6.318 -1.862
H -4.450 7.047 -3.363
H -5.503 6.059 -2.341
H -4.343 4.223 -5.424
H -5.828 4.260 -4.439
H -5.156 5.770 -5.084
H -2.150 5.345 -1.657
H -0.507 3.635 -0.979
H -1.341 -0.963 -0.087
H -2.821 -2.911 -0.502
H -4.089 -3.312 -4.696
H -3.208 -4.854 -4.830
H -4.812 -4.817 -4.077
H -2.909 -4.938 -1.020
H -4.501 -5.323 -1.749
H -3.024 -6.054 -2.405
H -1.972 -2.665 -4.730
H -0.347 -0.864 -4.298
H 0.153 2.888 -4.156
H 1.478 2.874 -6.240
C -1.862 5.062 6.102
O -1.256 3.949 5.412
C -0.487 3.091 6.130
C 0.099 2.024 5.396
C 0.942 1.158 6.049
C 1.192 1.312 7.439
C 0.619 2.345 8.180
C -0.221 3.247 7.522
N 2.068 0.289 7.821
C 2.597 0.056 9.151
C 2.364 -0.500 6.741
C 1.709 -0.004 5.590
C 1.760 -0.504 4.277
C 2.584 -1.601 3.915
C 3.884 -1.894 4.373
N 4.295 -3.098 3.866
C 5.560 -3.739 4.174
C 3.290 -3.644 3.069
C 2.199 -2.735 3.069
C 0.991 -3.119 2.514
C 0.893 -4.415 1.932
O -0.253 -4.927 1.408
C -1.470 -4.181 1.576
C 2.012 -5.291 1.910
C 3.212 -4.918 2.505
H -2.405 5.601 5.327
H -2.556 4.710 6.877
H -1.099 5.710 6.552
H -0.089 1.918 4.330
H 0.818 2.453 9.243
H -0.675 4.080 8.064
H 2.233 0.835 9.824
H 2.282 -0.931 9.510
H 3.694 0.069 9.132
H 2.997 -1.377 6.822
H 1.126 -0.021 3.537
H 4.512 -1.299 5.027
H 5.565 -4.744 3.748
H 6.407 -3.175 3.760
H 5.687 -3.793 5.263
H 0.133 -2.445 2.555
H -2.231 -4.799 1.098
H -1.704 -4.031 2.639
H -1.398 -3.212 1.067
H 1.880 -6.280 1.474
H 4.053 -5.608 2.552
```

Values from the calculation:
* spin multiplicity: 1
* gap between HOMO and LUMO: 3.81 eV
* total charge: +1
* calculated total energy: -2510.6797 hartree

=====

Record 5
ORCA calculation (wB97M-V/def2-TZVPD) on C25H39AlCaCl7F14MgN2O8 as an isolated structure.

Structure (XYZ):
```
98
Properties=species:S:1:pos:R:3
C -4.811 2.254 -1.524
C -4.771 2.704 -0.059
O -3.661 2.227 0.730
C -2.549 3.131 0.599
C -1.316 2.578 1.317
C -0.172 2.396 0.348
N 1.089 3.088 0.470
C 1.955 2.437 -0.233
C 1.373 1.117 -0.866
C 2.546 0.121 -0.744
C 2.212 -1.032 0.191
C 3.347 -2.058 0.221
C 3.360 -2.686 1.588
N 2.330 -3.770 1.570
C 1.092 -3.525 2.103
C -0.076 -3.942 1.160
O 0.814 -3.054 3.158
C 0.963 1.632 -2.247
C 0.935 0.647 -3.407
C -0.347 -0.203 -3.589
F -1.504 0.322 -2.997
F -0.597 -0.242 -4.897
C -0.098 -1.710 -3.141
F 0.380 -2.344 -4.221
F 0.871 -1.732 -2.203
C -1.282 -2.581 -2.653
F -1.608 -2.159 -1.359
F -2.337 -2.487 -3.372
C -0.899 -4.120 -2.527
F -1.447 -4.606 -1.385
F -1.328 -4.801 -3.514
F 0.436 -4.283 -2.396
C 0.268 0.962 0.172
O -0.948 0.313 -0.241
H -3.880 1.850 -1.903
H -4.988 3.114 -2.156
H -5.601 1.549 -1.743
H -5.695 2.400 0.414
H -4.790 3.791 -0.064
H -2.804 4.099 1.016
H -2.409 3.290 -0.471
H -1.069 3.259 2.121
H -1.584 1.646 1.814
H -0.567 2.862 -0.553
H 1.288 3.942 0.968
H 2.975 2.833 -0.290
H 2.872 -0.324 -1.677
H 3.405 0.650 -0.358
H 2.168 -0.664 1.203
H 1.268 -1.481 -0.107
H 3.292 -2.797 -0.574
H 4.274 -1.519 0.050
H 3.227 -1.965 2.380
H 4.307 -3.171 1.799
H 2.178 -3.996 0.598
H -0.539 -3.039 0.799
H 0.354 -4.483 0.284
H -0.773 -4.583 1.740
H 0.018 2.155 -2.260
H 1.719 2.368 -2.337
H 1.001 1.232 -4.315
H 1.779 -0.028 -3.412
H 0.561 0.681 1.177
H -1.335 -0.153 0.512
O 0.579 2.055 -6.286
H 0.266 2.713 -6.912
H 0.251 1.219 -6.631
C 2.373 -7.648 3.910
C 2.118 -6.683 2.757
O 0.878 -6.978 2.176
H 2.395 -8.682 3.565
H 3.339 -7.429 4.372
H 1.607 -7.553 4.680
H 2.989 -6.762 2.087
H 2.226 -5.675 3.172
Mg -0.252 -6.145 0.865
F 0.968 0.394 2.948
Al 1.645 0.121 4.500
F 2.969 -0.890 4.332
F 0.493 -0.578 5.480
F 2.123 1.597 5.149
C -6.125 6.570 -2.043
Cl -5.351 8.143 -1.936
Cl -5.571 5.687 -3.458
Cl -5.825 5.626 -0.564
H -7.192 6.718 -2.129
C 2.988 4.795 -1.617
O 3.380 5.635 -2.447
O 1.829 4.168 -1.737
O 3.668 4.438 -0.560
Ca -2.816 0.218 -0.827
C 1.360 4.158 6.867
Cl 1.162 3.859 8.597
Cl -0.211 4.311 6.080
Cl 2.338 5.600 6.592
H 1.865 3.305 6.425
Cl -3.716 0.023 -4.288
F -3.624 -4.450 -3.821
```

Values from the calculation:
* spin multiplicity: 1
* gap between HOMO and LUMO: 1.28 eV
* total charge: -1
* calculated total energy: -7427.1150 hartree

=====

Record 6
ORCA calculation (wB97M-V/def2-TZVPD) on a 10-piece molecular cluster, C17H52F6O9P overall.

Structure (XYZ):
```
85
Properties=species:S:1:pos:R:3
P 0.545 0.361 0.600
F -0.249 -0.448 1.767
F 0.179 1.890 1.154
F 1.873 0.579 1.499
F 1.412 1.113 -0.552
F 1.080 -1.039 -0.010
F -0.731 0.279 -0.385
C 3.151 -3.069 1.304
O 3.064 -1.830 1.981
H 3.218 -3.073 0.217
H 4.098 -3.507 1.617
H 2.368 -3.749 1.639
H 2.308 -1.328 1.667
C 5.101 0.617 -0.905
O 3.855 0.720 -1.635
H 5.891 0.291 -1.582
H 5.430 1.583 -0.522
H 5.056 -0.102 -0.087
H 3.197 0.444 -0.993
C 0.107 -0.106 -3.825
C 0.733 -1.493 -3.927
C 2.251 -1.519 -3.963
O 0.418 -2.125 -2.665
H 0.284 0.435 -4.755
H 0.573 0.292 -2.924
H -0.979 -0.153 -3.756
H 0.222 -2.041 -4.718
H 2.584 -0.969 -4.843
H 2.565 -2.563 -3.983
H 2.766 -1.149 -3.077
H 0.566 -1.412 -2.038
C -5.161 -1.406 -1.305
C -4.982 -0.105 -2.106
C -3.528 0.334 -2.147
O -5.416 -0.380 -3.451
H -5.116 -1.251 -0.227
H -4.320 -2.081 -1.461
H -6.124 -1.894 -1.456
H -5.598 0.743 -1.807
H -2.911 -0.466 -2.557
H -3.135 0.702 -1.199
H -3.325 1.133 -2.859
H -4.935 -1.116 -3.838
C -1.623 1.724 5.274
C -0.514 0.944 5.846
C 0.216 0.044 4.879
O 0.499 1.775 6.449
H -1.946 2.566 5.886
H -2.544 1.227 4.970
H -1.330 2.185 4.331
H -0.982 0.414 6.675
H -0.536 -0.673 4.548
H 1.084 -0.389 5.376
H 0.515 0.570 3.972
H 0.933 2.263 5.745
C -1.018 -5.200 0.667
C -0.980 -3.694 0.560
C -2.236 -3.243 -0.199
O -0.953 -3.093 1.796
H -1.421 -5.784 -0.160
H -1.479 -5.556 1.588
H 0.012 -5.493 0.870
H 0.005 -3.494 0.137
H -3.194 -3.643 0.134
H -2.184 -3.495 -1.259
H -2.336 -2.158 -0.227
H -0.710 -2.172 1.677
C 0.514 5.059 -1.831
C -0.732 4.206 -2.146
C -0.356 2.920 -2.877
O -1.410 3.960 -0.947
H 1.143 5.227 -2.705
H 1.086 4.561 -1.048
H 0.169 6.046 -1.520
H -1.364 4.792 -2.814
H -1.065 2.148 -2.577
H 0.694 2.706 -2.677
H -0.418 3.080 -3.953
H -0.830 3.381 -0.447
O 4.297 1.538 2.423
H 3.409 1.357 2.115
H 4.208 2.324 2.962
O 1.331 3.389 3.728
H 2.225 3.543 4.033
H 1.437 2.997 2.861
```

Values from the calculation:
* spin multiplicity: 1
* gap between HOMO and LUMO: 9.92 eV
* total charge: -1
* calculated total energy: -2296.8664 hartree